[1]
# C21H57IO6Si

A 7-piece molecular cluster, C21H57IO6Si overall at a distorted geometry (wB97M-V/def2-TZVPD, the Open Molecules 2025 dataset).

Atoms and positions in Å:
C: -1.6068 3.2339 0.9033
C: -0.1313 3.1055 1.4283
I: -0.0957 2.5341 3.5188
C: 0.7468 2.2378 0.4874
Si: 0.7397 0.3684 0.8439
H: -1.7806 2.6369 0.0025
H: -2.2937 3.0067 1.7240
H: -1.7887 4.2883 0.6455
H: 0.2709 4.1255 1.3999
H: 1.7956 2.5700 0.4374
H: 0.3544 2.3608 -0.5375
H: 0.8767 0.0020 2.2564
H: 1.9222 -0.1996 0.1589
H: -0.4237 -0.3382 0.2629
C: -2.5469 -1.2416 4.2874
C: -2.9527 -0.5103 3.0176
C: -4.4137 -0.0943 3.0621
O: -2.7243 -1.3538 1.8841
H: -3.1374 -2.1545 4.4120
H: -1.4975 -1.5408 4.2381
H: -2.6888 -0.6129 5.1687
H: -2.3215 0.3705 2.8878
H: -5.0610 -0.9712 3.1467
H: -4.6938 0.4231 2.1422
H: -4.6108 0.5676 3.9082
H: -3.2754 -2.1367 1.9843
C: -1.0874 -4.8206 3.0604
C: -0.7224 -4.6467 1.5936
C: 0.6856 -4.0912 1.4368
O: -1.6615 -3.7730 0.9647
H: -1.0641 -3.8584 3.5801
H: -2.1012 -5.2131 3.1584
H: -0.3987 -5.5032 3.5624
H: -0.7956 -5.6083 1.0818
H: 0.7608 -3.1055 1.9054
H: 0.9307 -3.9629 0.3815
H: 1.4292 -4.7501 1.8896
H: -1.6156 -2.9116 1.4003
C: -2.4009 3.3101 -3.9246
C: -1.0526 3.5168 -3.2524
C: -0.0728 4.2205 -4.1786
O: -0.5156 2.2562 -2.8507
H: -2.2968 2.6825 -4.8142
H: -3.0901 2.7985 -3.2510
H: -2.8451 4.2618 -4.2216
H: -1.1839 4.1063 -2.3427
H: 0.1073 3.6225 -5.0766
H: 0.8912 4.3553 -3.6851
H: -0.4487 5.1988 -4.4832
H: -0.3925 1.7215 -3.6397
C: 3.7894 0.9887 -2.2151
C: 4.6476 -0.1627 -1.7123
C: 5.4462 -0.7869 -2.8451
O: 3.8178 -1.1499 -1.0993
H: 3.0676 0.6368 -2.9586
H: 3.2159 1.4260 -1.3963
H: 4.4035 1.7696 -2.6690
H: 5.3290 0.1980 -0.9400
H: 4.7783 -1.1963 -3.6101
H: 6.0526 -1.6156 -2.4754
H: 6.1046 -0.0533 -3.3134
H: 3.2090 -1.4789 -1.7661
C: 6.8620 3.7317 -5.8922
C: 7.7198 2.5770 -5.3984
C: 8.5253 1.9612 -6.5319
O: 6.8899 1.5812 -4.7998
H: 6.1446 3.3867 -6.6425
H: 6.2852 4.1588 -5.0703
H: 7.4746 4.5192 -6.3345
H: 8.3964 2.9310 -4.6191
H: 7.8620 1.5588 -7.3030
H: 9.1299 1.1307 -6.1646
H: 9.1865 2.6970 -6.9930
H: 6.2854 1.2566 -5.4735
C: -6.0644 -3.7856 6.3119
C: -6.8563 -2.8580 5.4034
C: -8.3232 -3.2559 5.3498
O: -6.3016 -2.8822 4.0881
H: -6.1029 -4.8143 5.9421
H: -5.0133 -3.4929 6.3354
H: -6.4539 -3.7689 7.3313
H: -6.7683 -1.8311 5.7621
H: -8.4347 -4.2674 4.9489
H: -8.8772 -2.5871 4.6896
H: -8.7785 -3.2237 6.3412
H: -6.3702 -3.7812 3.7545

Electronic energy: -1872.8887 Eh
E_LUMO: 0.023 Eh
2S+1: 1
SMILES string: C[C@@H](I)C[SiH3].CC(C)O.CC(C)O.CC(C)O.CC(C)O.CC(C)O.CC(C)O
Total charge: 0
Kohn-Sham gap: 9.616 eV
Highest occupied orbital energy: -9.002 eV

[2]
# C34H43BCl3F3GdN10O4S3Si

C34H43BCl3F3GdN10O4S3Si as an isolated structure at a distorted geometry (wB97M-V/def2-TZVPD, the Open Molecules 2025 dataset).

Atoms and positions in Å:
Gd: -0.0882 0.5201 0.3385
C: 2.5575 -4.7657 0.6391
N: 1.3521 -4.5256 -0.0932
C: 0.7379 -5.4252 -0.9214
C: -0.3764 -4.8079 -1.3872
N: -0.4146 -3.5478 -0.8576
B: -1.5124 -2.4726 -0.8524
N: -2.1865 -2.1723 -2.2090
C: -2.5086 -3.0243 -3.2279
C: -3.2713 -2.3741 -4.1359
N: -3.4387 -1.0950 -3.6696
C: -4.1961 -0.0479 -4.2888
C: -2.7690 -0.9830 -2.4864
S: -2.7635 0.4439 -1.6116
C: 0.6554 -3.3642 -0.0499
S: 1.2733 -1.1729 2.3081
H: 2.6087 -5.8115 0.9463
H: 2.5570 -4.1282 1.5220
H: 3.4394 -4.5349 0.0313
H: 1.1275 -6.4050 -1.1040
H: -1.1266 -5.1981 -2.0435
H: -0.9061 -1.4321 -0.5175
H: -2.3664 -2.7982 -0.0786
H: -2.1841 -4.0405 -3.2393
H: -3.7132 -2.7122 -5.0509
H: -4.8149 -0.4711 -5.0799
H: -3.5354 0.7132 -4.7094
H: -4.8284 0.4395 -3.5446
O: 3.9191 2.8968 0.3557
C: 2.9231 2.9536 1.0448
N: 2.7413 3.8935 2.0283
C: 1.5667 3.6138 2.8129
C: 1.0262 2.4229 2.0095
O: -0.0218 1.8184 2.2845
N: 1.8180 2.1215 0.9969
C: 1.9240 3.2689 4.2423
C: 2.2860 4.3152 5.0836
C: 2.6081 4.0704 6.4045
C: 2.5643 2.7756 6.8962
C: 2.2329 1.7302 6.0517
C: 1.9162 1.9691 4.7247
C: 0.5180 4.7058 2.7976
C: -0.6146 4.5380 3.5870
C: -1.5949 5.5118 3.6054
C: -1.4558 6.6552 2.8344
C: -0.3369 6.8133 2.0342
C: 0.6516 5.8434 2.0146
H: 3.5115 4.4467 2.3680
H: 2.2971 5.3247 4.6958
H: 2.8845 4.8904 7.0520
H: 2.7904 2.5820 7.9354
H: 2.2186 0.7170 6.4253
H: 1.6514 1.1516 4.0697
H: -0.7256 3.6375 4.1725
H: -2.4694 5.3754 4.2225
H: -2.2233 7.4163 2.8483
H: -0.2284 7.6950 1.4164
H: 1.5196 5.9560 1.3803
F: -1.2028 2.8463 0.0285
C: -0.6336 3.5692 -0.9954
F: 0.3954 4.2296 -0.4311
F: -1.5302 4.4892 -1.3558
C: -0.1260 2.5729 -2.1481
O: 0.0494 3.0541 -3.2440
O: 0.0387 1.4229 -1.7034
Cl: -4.3565 -1.1172 1.5339
Si: -2.6087 0.0897 1.8749
Cl: -3.5372 2.0140 1.9422
Cl: -2.7312 -0.2214 4.0559
C: 2.0287 -1.2704 -2.0122
C: 3.3053 -1.8021 -2.7032
N: 4.4654 -1.0103 -2.3190
C: 4.6690 -1.1253 -0.8828
C: 3.3919 -0.6994 -0.1294
N: 2.3772 -0.1950 -1.0722
C: 2.9813 0.9033 -1.8492
C: 4.2094 0.3908 -2.6312
H: 1.5294 -2.0647 -1.4446
H: 1.3234 -0.8601 -2.7408
H: 3.2199 -1.7580 -3.7925
H: 3.5036 -2.8395 -2.4177
H: 5.5209 -0.4956 -0.6156
H: 4.9338 -2.1630 -0.6613
H: 3.6068 0.0968 0.5867
H: 2.9648 -1.5464 0.4137
H: 3.2715 1.6915 -1.1558
H: 2.2306 1.2899 -2.5380
H: 5.1067 0.9567 -2.3666
H: 4.0595 0.4687 -3.7121
C: -2.7553 -3.5074 5.0034
N: -1.7690 -3.4905 3.9426
C: -0.7304 -2.6754 3.8262
S: 0.0098 -2.7577 2.1756
N: -0.1231 -1.9689 4.7454
C: -0.5192 -1.5569 6.0730
H: -3.5811 -4.1433 4.6930
H: -3.1207 -2.4927 5.1761
H: -2.3228 -3.9174 5.9163
H: -2.0694 -3.8626 3.0522
H: 0.6184 -1.3973 4.3062
H: -0.8877 -2.3963 6.6592
H: -1.2881 -0.7832 6.0020
H: 0.3633 -1.1423 6.5612

Electronic energy: -6125.1016 Eh
E_LUMO (alpha / beta): 0.030 / 0.078 Eh
2S+1: 8
Expectation value of S²: 15.949
Total charge: -1
Kohn-Sham gap (alpha / beta): 5.609 / 6.930 eV
Energy relative to the best compared isomer or geometry (same formula, charge and spin): 265.2 kJ/mol
Highest occupied orbital energy (alpha / beta): -4.794 / -4.799 eV

[3]
# C34H38N6O4PPb

C34H38N6O4PPb as an isolated structure (wB97M-V/def2-TZVPD, the Open Molecules 2025 dataset).

Atoms and positions in Å:
Pb: -0.0204 -0.4627 -0.3318
C: 11.2153 -9.0049 -0.2057
O: 11.2684 -7.5849 -0.1814
C: 10.1001 -6.9099 -0.1030
C: 8.8467 -7.5124 -0.0122
C: 7.7118 -6.7207 0.0641
C: 7.7999 -5.3353 0.0524
C: 9.0622 -4.7453 -0.0373
C: 10.1998 -5.5171 -0.1142
C: 6.5667 -4.5498 0.1317
N: 5.3536 -5.0525 0.1928
C: 4.5224 -3.9659 0.2439
C: 5.2297 -2.7943 0.2163
N: 6.5480 -3.1789 0.1473
C: 4.6127 -1.5083 0.2668
C: 5.3039 -0.2878 0.3025
C: 4.6013 0.8853 0.3730
C: 3.2046 0.8273 0.3841
N: 2.5353 -0.3065 0.3430
C: 3.2061 -1.4749 0.3056
C: 2.4353 -2.7190 0.3490
N: 1.0876 -2.6467 0.4433
C: 0.3930 -3.7625 0.5650
C: 0.9727 -5.0336 0.5685
C: 2.3334 -5.1297 0.4397
C: 3.0930 -3.9569 0.3360
H: 12.2425 -9.3429 -0.2971
H: 10.6377 -9.3599 -1.0615
H: 10.7845 -9.3964 0.7182
H: 8.7446 -8.5861 0.0006
H: 6.7355 -7.1803 0.1339
H: 9.1783 -3.6675 -0.0522
H: 11.1809 -5.0687 -0.1854
H: 7.3526 -2.5798 0.1001
H: 6.3866 -0.2749 0.2872
H: 5.1003 1.8424 0.4216
H: 2.6204 1.7396 0.4305
H: -0.6797 -3.6492 0.6709
H: 0.3488 -5.9096 0.6735
H: 2.8440 -6.0835 0.4301
N: 0.0953 6.4573 1.6853
C: 0.6387 5.2283 1.5202
O: 1.4050 4.7204 2.3138
C: 0.2451 4.4890 0.2737
C: 0.0595 5.0867 -0.9632
C: -0.2151 4.2844 -2.0603
C: -0.2926 2.9153 -1.8753
N: -0.1244 2.3318 -0.6867
C: 0.1394 3.1088 0.3607
H: 0.3233 6.9692 2.5208
H: -0.6458 6.7939 1.0981
H: 0.1532 6.1597 -1.0779
H: -0.3529 4.7088 -3.0444
H: -0.4871 2.2522 -2.7105
H: 0.2922 2.6215 1.3172
C: -4.1895 0.5364 -0.6892
C: -3.8821 -0.7486 -1.4574
P: -2.7297 -1.8440 -0.5499
C: -3.6379 -2.2889 0.9829
C: -5.1258 -2.6284 0.9058
C: -2.6256 -3.3198 -1.6554
C: -3.6152 -4.4605 -1.4315
H: -4.7855 1.2158 -1.2980
H: -3.2742 1.0532 -0.3937
H: -4.7454 0.3339 0.2262
H: -3.3973 -0.5149 -2.4090
H: -4.7954 -1.2993 -1.6968
H: -3.4796 -1.4165 1.6223
H: -3.0774 -3.0983 1.4610
H: -5.6769 -1.9035 0.3067
H: -5.5576 -2.6109 1.9069
H: -5.3076 -3.6157 0.4871
H: -1.6025 -3.6984 -1.5987
H: -2.7354 -2.9254 -2.6697
H: -3.5474 -4.8610 -0.4192
H: -3.4087 -5.2769 -2.1243
H: -4.6432 -4.1405 -1.5970
C: -0.2037 0.9469 3.9393
O: 0.2115 0.4153 2.6631
C: -0.7690 0.2014 1.7598
O: -1.9241 0.4799 1.9749
H: -1.0854 0.4261 4.3042
H: -0.4263 2.0092 3.8452
H: 0.6393 0.7994 4.6066

Electronic energy: -2482.0216 Eh
E_LUMO: -0.096 Eh
2S+1: 1
Total charge: +1
Kohn-Sham gap: 7.223 eV
Energy relative to the best compared isomer or geometry (same formula, charge and spin): 30.8 kJ/mol
Highest occupied orbital energy: -9.833 eV

> The lowest total charge belongs to which entry?

C34H43BCl3F3GdN10O4S3Si